Record 1
DFT (wB97M-V/def2-TZVPD) results for C5H5CrO3 as an isolated structure at a distorted geometry.

## Properties
E_tot   -39824.36738 eV
LUMO (alpha / beta)   -0.925 / -1.012 eV
⟨S²⟩   8.827
Spin multiplicity   6
E_HOMO (alpha / beta)   -7.355 / -8.707 eV
Charge   0

Element x y z (Å)
O1 1.185 -1.412 -1.091
C1 1.489 -0.468 -0.216
O2 1.402 -0.876 1.164
Cr1 -0.591 -1.620 -1.640
H1 2.496 -0.040 -0.400
O3 -3.124 0.268 -1.041
C2 -1.779 -0.049 -0.974
C3 -0.917 0.692 -0.313
C4 0.463 0.788 0.140
C5 0.751 0.332 1.581
H2 -3.600 -0.477 -1.414
H3 0.913 1.755 -0.126
H4 1.441 0.994 2.126
H5 -0.129 0.114 2.204

Record 2
DFT (wB97M-V/def2-TZVPD) results for one molecule with the formula C5H5F3N2O2S at a distorted geometry.

## Properties
E_tot   -31325.73000 eV
LUMO   -0.564 eV
Energy relative to the best compared isomer or geometry (same formula, charge and spin)   10.4 kcal per mole
Structure (SMILES)   CS(=O)(=O)/N=C/C(F)=C(F)\N=C/F
E_HOMO   -9.702 eV
Charge   0

Element x y z (Å)
C1 1.364 -1.819 0.541
C2 2.747 -2.019 0.218
C3 3.522 -0.992 -0.249
C4 2.896 0.953 0.919
C5 -1.277 0.529 -0.360
N1 3.168 0.357 -0.123
N2 0.886 -0.666 0.809
O1 -0.922 0.434 2.291
O2 -1.479 -1.641 1.051
F1 3.088 -3.355 -0.015
F2 4.578 -1.246 -0.957
F3 3.185 0.501 2.170
S1 -0.812 -0.381 1.143
H1 0.750 -2.828 0.399
H2 2.681 1.954 0.959
H3 -0.539 1.387 -0.353
H4 -1.394 -0.008 -1.300
H5 -2.241 1.002 -0.197